# 1
Formula: C4H5KO4
Source: the Open Molecules 2025 dataset
Level of theory: ωB97M-V/def2-TZVPD

Calculated values
HOMO (eV): -18.22
Total charge: +2
LUMO energy (eV): -9.18
Kohn-Sham gap (eV): 9.0
Energy above the lowest of the compared OMol25 structures with the same formula, charge and spin (kcal per mole): 0.0

Atoms and positions in Å:
C -0.78 -0.10 1.35
O 0.47 -0.28 1.48
H -1.22 0.80 1.80
H 0.86 0.24 2.20
C -1.60 -1.16 0.91
C -2.86 -1.25 1.50
H -1.10 -2.10 0.65
H -2.94 -1.39 -1.21
H -3.26 -0.41 2.08
O -3.82 -1.95 0.95
C -3.71 -2.90 -0.30
O -3.66 -2.24 -1.39
O -2.86 -3.74 -0.11
K -2.74 -6.07 0.99

=====

# 2
Formula: C4H6O2Pm
Source: the Open Molecules 2025 dataset
Level of theory: ωB97M-V/def2-TZVPD

Calculated values
HOMO (spin up / spin down) (eV): -14.98 / -15.03
Total charge: +2
LUMO energy (spin up / spin down) (eV): -9.69 / -9.55
Kohn-Sham gap (spin up / spin down) (eV): 5.3 / 5.5
Multiplicity: 6
Energy above the lowest of the compared OMol25 structures with the same formula, charge and spin (kcal per mole): 83.0
⟨S²⟩: 8.761

Atoms and positions in Å:
C -0.16 -1.15 0.36
O -0.09 -2.38 -0.18
H 0.32 -1.16 1.34
H 0.30 -2.37 -1.06
C -1.49 -0.22 0.43
C -0.88 1.14 0.23
H -2.35 -0.44 -0.20
H -0.73 1.53 1.25
H -1.46 1.80 -0.43
C 0.45 0.86 -0.40
O 1.52 0.53 0.21
Pm 4.11 1.03 -0.06
H 0.47 0.83 -1.50

=====

# 3
Formula: C5H9NO
Source: the Open Molecules 2025 dataset
Level of theory: ωB97M-V/def2-TZVPD

Calculated values
HOMO (eV): -9.12
LUMO energy (eV): 0.82
Kohn-Sham gap (eV): 9.9
Energy above the lowest of the compared OMol25 structures with the same formula, charge and spin (kcal per mole): 69.0

Atoms and positions in Å:
C -1.57 -0.85 0.40
C -0.33 -0.06 0.04
C -0.28 1.49 -0.04
C 1.02 -0.40 0.72
N 1.68 0.00 -0.54
C 0.44 -0.25 -1.26
O 0.22 -0.44 -2.42
H -2.39 -0.65 -0.30
H -1.92 -0.59 1.41
H -1.39 -1.93 0.39
H -1.13 1.84 -0.67
H 1.02 1.44 -0.39
H -0.42 1.94 0.95
H 1.26 0.18 1.61
H 1.17 -1.46 0.87
H 2.62 -0.26 -0.80

=====

# 4
Formula: C7H19NSi
Source: the Open Molecules 2025 dataset
Level of theory: ωB97M-V/def2-TZVPD

Calculated values
HOMO (eV): -7.94
LUMO energy (eV): 0.83
Kohn-Sham gap (eV): 8.8
SMILES string: CN(C)[Si@@H](C)C(C)(C)C
Energy above the lowest of the compared OMol25 structures with the same formula, charge and spin (kcal per mole): 69.2

Atoms and positions in Å:
C -2.08 0.37 1.51
C -1.16 1.33 -0.61
C -2.12 -1.03 -0.83
C 2.24 0.94 -0.56
C 1.75 -1.12 -1.76
C 1.09 -0.01 2.29
C -1.44 0.04 0.08
N 1.50 -0.29 -0.65
Si 0.38 -0.63 0.59
H -2.18 -0.55 2.03
H -1.45 1.09 2.09
H -3.03 0.86 1.25
H -0.28 1.09 -1.32
H -0.90 2.13 0.07
H -1.93 1.82 -1.32
H -2.64 -0.66 -1.71
H -1.37 -1.80 -1.35
H -2.92 -1.52 -0.21
H 3.25 0.87 -0.83
H 1.64 1.70 -1.21
H 2.24 1.08 0.51
H 0.82 -1.68 -1.98
H 1.95 -0.64 -2.76
H 2.67 -1.82 -1.61
H 0.25 -0.21 2.98
H 2.05 -0.25 2.64
H 1.05 1.08 2.29
H 0.64 -2.17 0.37

=====

# 5
Formula: C9H11O8STi
Source: the Open Molecules 2025 dataset
Level of theory: ωB97M-V/def2-TZVPD

Calculated values
HOMO (spin up / spin down) (eV): -9.49 / -9.91
LUMO energy (spin up / spin down) (eV): -0.60 / -2.09
Kohn-Sham gap (spin up / spin down) (eV): 8.9 / 7.8
Multiplicity: 2
⟨S²⟩: 0.754

Atoms and positions in Å:
Ti -0.31 -0.58 0.75
O -1.55 -2.90 -2.07
C -1.07 -2.03 -1.39
O -1.23 -1.88 -0.11
C -0.11 -0.96 -1.99
C 1.27 -1.22 -1.34
C 2.23 -0.12 -1.83
C 1.86 1.15 -1.06
C 0.40 1.20 -0.78
O 1.15 -1.17 0.05
C -0.58 0.48 -1.65
C -1.94 0.47 -0.85
O -3.01 0.46 -1.41
O -1.75 0.51 0.44
H -0.05 -1.12 -3.07
H 1.63 -2.23 -1.63
H 2.10 0.02 -2.90
H 3.27 -0.40 -1.62
H 2.17 2.04 -1.61
H 2.39 1.18 -0.10
H 0.03 2.12 -0.32
H -0.77 1.02 -2.59
C -1.49 1.01 3.70
S -0.09 0.02 3.18
O -0.62 -1.22 2.52
O 0.79 -0.21 4.27
O 0.50 0.75 2.02
H -1.88 0.61 4.63
H -2.23 0.96 2.91
H -1.12 2.02 3.83

=====

# 6
Formula: C5H5NO
Source: the Open Molecules 2025 dataset
Level of theory: ωB97M-V/def2-TZVPD

Calculated values
HOMO (eV): -10.58
LUMO energy (eV): 0.71
Kohn-Sham gap (eV): 11.3
SMILES string: C#C[C@@H](O)CC#N
Energy above the lowest of the compared OMol25 structures with the same formula, charge and spin (kcal per mole): 59.1

Atoms and positions in Å:
O -0.16 -2.01 -0.25
C -0.17 -0.81 0.48
C 1.20 -0.05 0.38
C 1.11 1.23 -0.34
N 0.96 2.24 -0.88
C -1.26 0.09 0.08
C -1.95 0.97 -0.36
H -0.42 -1.81 -1.16
H -0.30 -1.11 1.53
H 1.59 0.15 1.38
H 1.92 -0.70 -0.13
H -2.51 1.80 -0.74